## A
{"formula": "C2H10NO", "method": "ωB97M-V/def2-TZVPD", "symbols": ["C", "C", "N", "H", "H", "H", "H", "H", "H", "H", "H", "O", "H", "H"], "positions_angstrom": [[0.79, 1.45, -1.05], [0.49, -0.22, 0.83], [0.70, 1.16, 0.39], [1.74, 1.06, -1.45], [0.79, 2.55, -1.18], [-0.04, 1.03, -1.64], [-0.51, -0.57, 0.54], [0.63, -0.42, 1.91], [1.25, -0.78, 0.26], [1.61, 1.46, 0.80], [-0.03, 1.81, 0.75], [-2.27, -3.19, 0.00], [-2.13, -2.50, -0.70], [-3.01, -2.84, 0.54]], "lowdin_charge": [-0.01, -0.01, -0.08, 0.12, 0.12, 0.12, 0.10, 0.12, 0.12, 0.20, 0.20, -0.08, 0.04, 0.05], "charge": 1, "lumo_ha": -0.142, "gap_ev": 10.6}


## B
{"formula": "C2H10NO", "method": "ωB97M-V/def2-TZVPD", "symbols": ["C", "O", "C", "H", "H", "H", "H", "H", "H", "N", "H", "H", "H", "H"], "positions_angstrom": [[-0.24, -0.70, -0.40], [0.62, 0.46, -0.58], [-0.40, -1.45, -1.70], [0.28, -1.34, 0.32], [-1.19, -0.39, 0.05], [0.26, 0.99, -1.30], [0.56, -1.67, -2.15], [-0.95, -2.37, -1.54], [-0.97, -0.84, -2.42], [0.41, 1.47, 1.95], [-0.57, 1.37, 2.18], [0.57, 1.09, 0.96], [0.66, 2.44, 2.01], [0.96, 0.95, 2.63]], "lowdin_charge": [-0.28, -0.11, -0.07, 0.12, 0.11, 0.11, 0.09, 0.09, 0.09, 0.30, 0.15, 0.10, 0.15, 0.15], "charge": 1, "lumo_ha": -0.142, "gap_ev": 11.6}


## C
{"formula": "C2H10NO", "method": "ωB97M-V/def2-TZVPD", "symbols": ["N", "H", "H", "H", "H", "C", "O", "C", "H", "H", "H", "H", "H", "H"], "positions_angstrom": [[-1.73, -1.37, 0.88], [-2.25, -0.50, 0.70], [-0.88, -0.78, 0.98], [-1.94, -1.95, 0.03], [-2.17, -1.73, 1.75], [0.29, 0.51, -0.51], [0.56, -0.09, 0.84], [1.54, 1.11, -0.98], [-0.34, 1.39, -0.15], [-0.21, -0.22, -1.17], [1.56, -0.25, 1.02], [2.06, 0.41, -1.72], [2.24, 1.47, -0.14], [1.28, 2.00, -1.52]], "lowdin_charge": [0.27, 0.15, 0.06, 0.17, 0.17, -0.29, -0.18, -0.11, 0.14, 0.12, 0.16, 0.12, 0.12, 0.08], "charge": 1, "lumo_ha": -0.141, "gap_ev": 11.3}


## D
{"formula": "C2H10NO", "method": "ωB97M-V/def2-TZVPD", "symbols": ["C", "N", "H", "H", "H", "H", "H", "H", "C", "O", "H", "H", "H", "H"], "positions_angstrom": [[-1.38, -1.50, -0.68], [-1.12, -0.63, 0.51], [-0.21, -0.79, 0.94], [-1.04, 0.36, 0.29], [-1.86, -0.85, 1.18], [-1.25, -2.59, -0.75], [-0.82, -1.07, -1.58], [-2.41, -1.48, -1.09], [1.68, 1.80, 0.15], [1.25, 0.48, 0.47], [1.92, -0.20, 0.35], [0.83, 2.25, -0.38], [2.52, 1.87, -0.51], [1.89, 2.32, 1.10]], "lowdin_charge": [-0.04, 0.14, 0.13, 0.15, 0.17, 0.11, 0.12, 0.11, -0.10, -0.17, 0.10, 0.09, 0.08, 0.10], "charge": 1, "lumo_ha": -0.130, "gap_ev": 11.4}


Verdict on stability: B comes out on top.


## A
{"formula": "C6H11N3O", "method": "ωB97M-V/def2-TZVPD", "symbols": ["C", "C", "C", "N", "C", "N", "H", "H", "H", "H", "H", "H", "C", "C", "N", "O", "H", "H", "H", "H", "H"], "positions_angstrom": [[-1.98, 0.70, -1.55], [-0.77, -0.03, -1.95], [-0.27, -1.21, -1.51], [0.94, -1.38, -2.14], [1.06, -0.36, -3.03], [0.08, 0.47, -2.93], [-1.94, 1.30, -0.64], [-2.82, 0.02, -1.36], [-2.35, 1.43, -2.26], [-0.55, -1.94, -0.77], [1.46, -2.25, -2.10], [1.93, -0.30, -3.65], [0.64, 0.59, 3.73], [0.50, -0.16, 2.43], [0.59, 0.55, 1.28], [0.25, -1.35, 2.43], [0.20, -0.09, 4.45], [0.28, 1.62, 3.79], [1.70, 0.70, 4.00], [0.30, 0.12, 0.41], [0.74, 1.54, 1.35]], "lowdin_charge": [-0.06, -0.37, -0.10, 0.05, -0.22, 0.10, 0.07, 0.08, 0.07, 0.12, 0.15, 0.11, -0.02, -0.60, 0.17, 0.02, 0.08, 0.08, 0.08, 0.07, 0.10], "smiles": "Cc1c[nH]cn1.CC(N)=O", "lumo_ha": 0.031, "gap_ev": 9.7}


## B
{"formula": "C6H11N3O", "method": "ωB97M-V/def2-TZVPD", "symbols": ["C", "C", "C", "C", "C", "C", "N", "N", "N", "O", "H", "H", "H", "H", "H", "H", "H", "H", "H", "H", "H"], "positions_angstrom": [[3.25, 0.18, -0.19], [2.53, 1.32, -0.68], [2.16, -0.66, 0.17], [-2.69, -0.32, -0.94], [-2.01, 0.72, 1.21], [-1.56, 0.29, -0.11], [1.21, 1.22, -0.57], [1.09, 0.11, 0.08], [2.02, -1.98, 0.50], [-0.62, -0.66, 0.04], [4.24, 0.09, -0.12], [3.09, 2.24, -1.19], [-3.49, 0.39, -0.74], [-2.47, -0.44, -1.96], [-2.93, -1.22, -0.43], [-1.95, -0.16, 1.94], [-3.08, 1.05, 1.40], [-1.52, 1.48, 1.89], [-1.01, 1.11, -0.70], [2.68, -2.50, -0.09], [1.05, -2.26, 0.49]], "lowdin_charge": [0.00, -0.16, -0.37, -0.01, -0.09, -0.59, 0.03, 0.04, 0.13, -0.02, 0.05, 0.14, 0.08, 0.07, 0.07, 0.11, 0.09, 0.09, 0.15, 0.11, 0.09], "lumo_ha": -0.034, "gap_ev": 7.4}


## C
{"formula": "C6H11N3O", "method": "ωB97M-V/def2-TZVPD", "symbols": ["C", "C", "C", "N", "C", "N", "H", "H", "H", "H", "H", "H", "C", "C", "N", "O", "H", "H", "H", "H", "H"], "positions_angstrom": [[-2.17, -1.32, -2.80], [-1.03, -1.40, -1.88], [-0.84, -1.04, -0.52], [0.48, -1.22, -0.20], [1.23, -1.45, -1.37], [0.26, -1.62, -2.38], [-2.00, -0.70, -3.70], [-3.04, -0.92, -2.29], [-2.54, -2.33, -3.06], [-1.62, -0.56, 0.08], [0.93, -0.89, 0.60], [2.23, -1.24, -1.48], [0.64, 1.98, 1.10], [1.14, 1.05, 2.19], [1.07, 1.49, 3.46], [1.46, -0.14, 2.00], [1.24, 1.84, 0.21], [0.83, 3.12, 1.30], [-0.40, 1.87, 0.93], [1.47, 1.13, 4.22], [0.66, 2.35, 3.61]], "lowdin_charge": [-0.08, -0.36, -0.09, 0.04, -0.10, 0.05, 0.08, 0.07, 0.08, 0.11, 0.03, 0.07, 0.00, -0.51, 0.20, 0.01, 0.08, 0.12, 0.07, 0.06, 0.08], "smiles": "Cc1c[nH]cn1.CC(N)=O", "lumo_ha": 0.018, "gap_ev": 8.4}


Verdict on stability: A comes out on top.


## A
{"formula": "C6H11N3O", "method": "ωB97M-V/def2-TZVPD", "symbols": ["C", "C", "C", "N", "C", "N", "H", "H", "H", "H", "H", "H", "C", "C", "N", "O", "H", "H", "H", "H", "H"], "positions_angstrom": [[0.63, -2.52, -0.54], [-0.56, -1.64, -0.71], [-0.70, -0.66, -1.66], [-1.95, -0.16, -1.44], [-2.52, -0.87, -0.43], [-1.69, -1.76, 0.03], [0.39, -3.47, -0.07], [1.45, -2.06, 0.02], [1.08, -2.75, -1.51], [0.04, -0.19, -2.28], [-2.42, 0.56, -1.99], [-3.51, -0.57, -0.15], [1.60, 0.94, 0.72], [0.53, 1.97, 1.02], [0.90, 2.91, 1.93], [-0.51, 2.05, 0.40], [1.22, 0.20, 0.03], [1.95, 0.46, 1.63], [2.44, 1.37, 0.17], [0.15, 3.56, 2.14], [1.48, 2.63, 2.71]], "lowdin_charge": [-0.05, -0.39, -0.09, 0.04, -0.20, 0.10, 0.07, 0.06, 0.07, 0.12, 0.15, 0.11, -0.01, -0.59, 0.14, 0.04, 0.04, 0.09, 0.09, 0.10, 0.10], "smiles": "Cc1c[nH]cn1.CC(N)=O", "lumo_ha": 0.032, "gap_ev": 9.2}


## B
{"formula": "C6H11N3O", "method": "ωB97M-V/def2-TZVPD", "symbols": ["C", "C", "N", "C", "C", "N", "C", "C", "N", "H", "H", "H", "H", "H", "H", "H", "H", "H", "O", "H", "H"], "positions_angstrom": [[1.41, -1.66, -1.02], [0.26, -1.28, -0.13], [0.52, -0.97, 1.27], [0.06, 0.11, 0.40], [1.14, 1.10, 0.08], [2.07, 1.49, 0.90], [-1.31, 0.71, 0.58], [-2.23, 0.85, -0.57], [-2.52, -0.09, 0.51], [2.35, -1.20, -0.69], [1.54, -2.76, -1.00], [1.20, -1.36, -2.06], [-0.67, -1.82, -0.34], [-0.23, -1.29, 1.88], [-1.34, 1.48, 1.35], [-2.89, 1.71, -0.64], [-1.89, 0.44, -1.53], [-2.34, -1.05, 0.22], [0.89, 2.10, -0.72], [2.24, 0.77, 1.61], [1.75, 2.74, -0.08]], "lowdin_charge": [-0.04, -0.29, 0.11, -0.33, -0.48, 0.11, -0.25, -0.12, 0.03, 0.08, 0.08, 0.09, 0.13, 0.11, 0.15, 0.11, 0.12, 0.08, -0.01, 0.06, 0.27], "lumo_ha": 0.032, "gap_ev": 10.6}


## C
{"formula": "C6H11N3O", "method": "ωB97M-V/def2-TZVPD", "symbols": ["N", "C", "C", "C", "N", "N", "H", "H", "H", "H", "H", "C", "C", "C", "O", "H", "H", "H", "H", "H", "H"], "positions_angstrom": [[0.69, 2.49, 1.12], [1.34, 1.38, 0.82], [2.60, 0.83, 1.37], [2.73, -0.33, 0.61], [1.77, -0.36, -0.28], [0.86, 0.62, -0.19], [0.39, 2.71, 2.00], [-0.05, 2.53, 0.42], [3.07, 1.18, 2.31], [3.45, -1.10, 0.69], [1.72, -1.20, -0.88], [-2.43, 0.07, -1.26], [-1.33, -0.91, -1.27], [-1.53, -1.97, -0.21], [-0.27, -0.74, -1.87], [-3.46, -0.30, -1.06], [-2.39, 0.90, -0.42], [-2.65, 0.65, -2.15], [-0.51, -1.93, 0.29], [-1.75, -2.95, -0.61], [-2.26, -1.57, 0.57]], "lowdin_charge": [0.11, -0.42, 0.00, -0.16, -0.06, 0.08, 0.05, 0.10, 0.09, 0.10, 0.16, -0.06, -0.51, -0.03, 0.01, 0.08, 0.13, 0.07, 0.09, 0.07, 0.10], "smiles": "Nc1cc[nH]n1.CC(C)=O", "lumo_ha": 0.031, "gap_ev": 8.8}


## D
{"formula": "C6H11N3O", "method": "ωB97M-V/def2-TZVPD", "symbols": ["C", "C", "C", "N", "O", "N", "C", "C", "C", "N", "H", "H", "H", "H", "H", "H", "H", "H", "H", "H", "H"], "positions_angstrom": [[0.28, -1.95, 0.60], [0.03, -0.65, -0.16], [1.35, 0.05, -0.45], [2.15, 0.41, 0.55], [1.49, 0.83, -1.42], [-0.76, -0.77, -1.42], [-1.71, 0.25, -0.94], [-2.40, -0.28, 0.27], [-1.03, 0.34, 0.41], [-0.83, 1.44, 1.26], [-0.60, -2.60, 0.51], [1.14, -2.49, 0.19], [0.46, -1.76, 1.67], [2.40, -0.31, 1.21], [2.56, 1.37, 0.06], [-0.20, -0.38, -2.18], [-2.11, 1.03, -1.59], [-3.19, 0.36, 0.67], [-2.57, -1.36, 0.37], [-0.82, 1.18, 2.24], [0.02, 1.95, 1.05]], "lowdin_charge": [-0.02, -0.38, -0.48, 0.13, 0.00, 0.07, -0.20, -0.02, -0.40, 0.11, 0.08, 0.09, 0.09, 0.10, 0.22, 0.10, 0.15, 0.11, 0.11, 0.08, 0.07], "smiles": "C[C@@]1(C(N)=O)N[C@H]2C[C@]21N", "lumo_ha": 0.024, "gap_ev": 9.2}


Verdict on stability: A comes out on top.


## A
{"formula": "C6H11N3O", "method": "ωB97M-V/def2-TZVPD", "symbols": ["C", "C", "C", "N", "C", "N", "H", "H", "H", "H", "H", "H", "C", "C", "N", "O", "H", "H", "H", "H", "H"], "positions_angstrom": [[-0.15, -1.28, 2.99], [-0.24, -1.57, 1.52], [0.14, -2.74, 0.90], [-0.12, -2.55, -0.45], [-0.77, -1.37, -0.56], [-0.90, -0.78, 0.61], [0.77, -0.85, 3.36], [-0.40, -2.20, 3.53], [-0.97, -0.54, 3.05], [0.41, -3.69, 1.30], [0.14, -3.18, -1.19], [-1.03, -0.91, -1.51], [0.81, 2.68, 0.11], [0.57, 2.40, -1.35], [-0.58, 1.68, -1.65], [1.15, 2.98, -2.25], [0.01, 2.27, 0.75], [0.77, 3.75, 0.34], [1.82, 2.35, 0.38], [-0.65, 1.27, -2.57], [-0.98, 1.18, -0.86]], "lowdin_charge": [-0.04, -0.37, -0.06, 0.06, -0.21, 0.08, 0.07, 0.08, 0.08, 0.11, 0.14, 0.11, -0.01, -0.57, 0.14, 0.03, 0.07, 0.08, 0.08, 0.10, 0.04], "smiles": "Cc1c[nH]cn1.CC(N)=O", "lumo_ha": 0.024, "gap_ev": 9.6}


## B
{"formula": "C6H11N3O", "method": "ωB97M-V/def2-TZVPD", "symbols": ["C", "C", "C", "N", "C", "N", "H", "H", "H", "H", "H", "H", "C", "C", "N", "O", "H", "H", "H", "H", "H"], "positions_angstrom": [[-1.63, 0.55, -1.92], [-0.77, -0.67, -1.70], [-0.93, -1.71, -0.81], [0.08, -2.58, -1.05], [0.71, -2.16, -2.22], [0.22, -0.99, -2.58], [-2.09, 0.44, -2.90], [-1.04, 1.46, -1.86], [-2.37, 0.51, -1.13], [-1.61, -1.73, 0.02], [-0.09, -3.57, -0.88], [1.61, -2.59, -2.62], [1.28, 2.33, 2.73], [0.65, 0.97, 2.55], [0.50, 0.53, 1.27], [0.27, 0.34, 3.52], [1.48, 2.59, 3.76], [0.70, 3.13, 2.25], [2.18, 2.50, 2.11], [0.32, -0.42, 1.05], [0.56, 1.08, 0.43]], "lowdin_charge": [-0.04, -0.38, -0.12, 0.03, -0.16, 0.08, 0.08, 0.07, 0.07, 0.12, 0.15, 0.11, -0.02, -0.59, 0.16, 0.04, 0.08, 0.08, 0.08, 0.07, 0.10], "smiles": "Cc1c[nH]cn1.CC(N)=O", "lumo_ha": 0.027, "gap_ev": 9.7}


Verdict on stability: A comes out on top.